A cluster of 2 separate species, C4H12S2 in total. Source: OMol25; level of theory: wB97M-V/def2-TZVPD.

## Properties
2S+1	2
net charge	+1
relative energy (zero: lowest compared OMol25 entry of this formula, charge and spin)	0.000	eV
E_LUMO (alpha / beta)	-3.2675 / -8.3565	eV
<S²>	0.7530
molar mass	124.3	g/mol
gap between HOMO and LUMO (alpha / beta)	9.15 / 4.01	eV

Positions of all 18 atoms, in Å:
C 2.01 0.65 2.19
S 2.39 1.49 0.63
H 2.50 -0.31 2.24
H 2.35 1.27 3.01
H 0.94 0.51 2.32
H 1.18 1.45 0.10
C -3.11 -1.64 0.21
C -2.03 -1.52 -0.87
S -0.97 -0.11 -0.57
C 0.30 -0.37 -1.76
H -3.77 -2.46 -0.06
H -3.71 -0.74 0.27
H -2.69 -1.85 1.19
H -2.47 -1.38 -1.86
H -1.35 -2.37 -0.89
H 1.02 -1.10 -1.36
H -0.15 -0.75 -2.68
H 0.82 0.57 -1.94

Atom charges from the Mulliken analysis, given in e for atoms 1 to 6: number 1, C, carries -0.701; number 2, S, carries -0.050; number 3, H, carries 0.290; number 4, H, carries 0.309; number 5, H, carries 0.230; number 6, H, carries -0.065

=====

A cluster of 2 separate species, C4H12S2Si in total at a distorted geometry. Source: OMol25; level of theory: wB97M-V/def2-TZVPD.

## Properties
net charge	0
relative energy (zero: lowest compared OMol25 entry of this formula, charge and spin)	2.474	eV
E_LUMO	-0.0803	eV
SMILES	CC[Si](=S)CC.S
molar mass	152.4	g/mol
gap between HOMO and LUMO	8.74	eV

Positions of all 19 atoms, in Å:
C 0.30 0.59 -1.82
C -0.67 0.18 2.65
C -0.75 0.59 -0.76
C 0.36 -0.63 1.81
Si -0.53 -1.12 0.17
S -0.77 -2.90 -0.67
S -4.62 1.24 -0.72
H 1.32 0.33 -1.43
H 0.14 -0.25 -2.63
H 0.22 1.58 -2.32
H -0.76 -0.20 3.62
H -0.33 1.25 2.61
H -1.66 0.09 2.08
H -1.70 0.57 -1.28
H -0.59 1.41 -0.18
H 0.62 -1.43 2.46
H 1.21 -0.02 1.68
H -3.42 1.78 -0.97
H -5.13 2.30 -0.15

Atom charges from the Mulliken analysis, given in e for atoms 1 to 6: number 1, C, carries -1.269; number 2, C, carries -0.811; number 3, C, carries -0.164; number 4, C, carries -0.561; number 5, Si, carries 0.134; number 6, S, carries -0.404

=====

A structure of composition C4H13AsF6N2O2P2 at a distorted geometry. Source: OMol25; level of theory: wB97M-V/def2-TZVPD.

## Properties
net charge	0
relative energy (zero: lowest compared OMol25 entry of this formula, charge and spin)	1.483	eV
E_LUMO	-1.3294	eV
molar mass	372.0	g/mol
gap between HOMO and LUMO	9.35	eV

Positions of all 30 atoms, in Å:
N -1.58 -3.00 0.20
P -0.66 -2.39 -0.96
C -1.32 -0.65 -1.37
C -1.29 -0.46 -2.93
O -1.23 0.88 -3.37
C -1.77 1.82 -2.45
C -1.17 1.72 -0.99
N -0.44 0.43 -0.76
P -0.30 0.18 1.04
O 0.25 1.46 1.62
H -2.31 -2.34 0.45
H 0.68 -2.30 -0.45
H -0.70 -3.24 -2.10
H -2.32 -0.53 -0.91
H -2.13 -1.05 -3.37
H -0.36 -0.96 -3.29
H -2.88 1.83 -2.43
H -1.48 2.82 -2.83
H -2.01 1.74 -0.25
H -0.53 2.59 -0.76
H 0.52 0.42 -1.12
H 0.61 -0.88 1.31
H -1.58 -0.11 1.62
F 4.24 -1.27 3.29
As 3.43 0.29 3.45
F 4.01 0.43 5.11
F 1.97 -0.53 4.02
F 2.62 1.84 3.60
F 2.84 0.15 1.77
F 4.88 1.11 2.87

Atom charges from the Mulliken analysis, given in e for atoms 1 to 6: number 1, N, carries -0.694; number 2, P, carries 0.461; number 3, C, carries -0.433; number 4, C, carries -0.792; number 5, O, carries -0.347; number 6, C, carries -0.364